[1]
A 8-piece molecular cluster, C14H42NO17 overall at a distorted geometry, computed with wB97M-V/def2-TZVPD.

Last column: Löwdin spin population.
Element x y z (Å)
1 N -0.697 0.405 -0.235  -0.033
2 O -0.855 -0.751 0.095  0.175
3 O 0.029 0.707 -1.131  0.329
4 O -1.166 1.354 0.418  0.426
5 C -1.574 -0.874 -3.760  0.000
6 C -0.401 -1.883 -3.842  0.000
7 O 0.581 -2.057 -2.765  0.000
8 O -2.230 -1.150 -2.489  -0.001
9 H -2.336 -1.114 -4.502  0.000
10 H -1.209 0.153 -3.738  0.000
11 H 0.080 -1.850 -4.819  0.000
12 H -0.865 -2.868 -3.779  0.000
13 H 0.916 -2.928 -2.990  0.000
14 H -1.581 -1.185 -1.782  -0.001
15 C 1.454 1.701 4.463  0.001
16 C 1.185 2.019 2.905  0.007
17 O 1.335 0.857 2.066  0.074
18 O 2.628 0.899 4.670  0.002
19 H 0.820 0.913 4.869  0.001
20 H 1.265 2.510 5.168  0.000
21 H 1.927 2.697 2.482  0.005
22 H 0.134 2.285 2.795  0.001
23 H 0.876 1.037 1.242  -0.001
24 H 3.126 1.206 5.431  0.000
25 C -1.429 5.095 -1.301  0.001
26 C -1.688 5.041 0.244  0.001
27 O -0.839 4.196 1.044  0.008
28 O -1.783 3.875 -1.987  0.001
29 H -0.355 5.270 -1.369  0.000
30 H -1.910 5.963 -1.751  0.000
31 H -2.683 4.675 0.497  0.000
32 H -1.558 6.019 0.707  0.000
33 H -1.174 3.297 1.035  -0.002
34 H -1.574 3.190 -1.347  -0.001
35 C -1.385 -4.337 0.503  0.000
36 C -0.523 -5.579 0.789  0.000
37 O -0.822 -6.513 -0.295  0.000
38 O -1.152 -3.836 -0.785  0.000
39 H -1.365 -3.628 1.331  0.000
40 H -2.442 -4.602 0.474  0.000
41 H -0.776 -6.150 1.682  0.000
42 H 0.546 -5.418 0.925  0.000
43 H -0.885 -5.931 -1.056  0.000
44 H -1.523 -2.951 -0.782  0.000
45 C 2.113 2.846 -3.589  0.000
46 C 2.720 4.016 -4.392  0.000
47 O 4.035 4.454 -4.001  0.000
48 O 1.963 3.085 -2.142  0.000
49 H 3.012 2.234 -3.511  0.000
50 H 1.336 2.384 -4.197  0.000
51 H 1.997 4.831 -4.391  0.000
52 H 2.628 3.806 -5.458  0.000
53 H 4.420 5.086 -4.612  0.000
54 H 1.219 2.579 -1.806  -0.001
55 C 3.058 -3.628 1.099  0.000
56 C 2.108 -2.657 0.398  0.000
57 O 2.615 -1.323 0.591  0.000
58 O 3.101 -3.477 2.503  0.000
59 H 4.117 -3.631 0.843  0.000
60 H 2.716 -4.637 0.871  0.000
61 H 1.148 -2.604 0.912  0.000
62 H 1.785 -3.055 -0.564  0.000
63 H 2.685 -1.123 -0.346  0.000
64 H 3.404 -4.328 2.827  0.000
65 C -2.889 -0.625 3.856  0.001
66 C -3.725 -0.586 2.514  0.002
67 O -3.292 -1.367 1.400  0.001
68 O -1.659 0.001 3.625  0.002
69 H -2.592 -1.656 4.044  0.000
70 H -3.441 -0.107 4.641  0.000
71 H -3.530 0.422 2.146  0.000
72 H -4.803 -0.665 2.658  0.000
73 H -2.566 -0.961 0.920  -0.001
74 H -1.803 0.928 3.830  0.000

The HOMO energy (spin up / spin down) is -9.8 / -9.6 eV. Its spin multiplicity is 2.

***

[2]
C4H8N3 as an isolated structure at a distorted geometry, computed with wB97M-V/def2-TZVPD.

Last column: Löwdin charge in e.
Element x y z (Å)
1 C 1.032 -0.111 -0.049  -0.103
2 C -0.684 0.124 1.007  -0.124
3 C 1.203 1.760 0.070  -0.066
4 C -1.140 -1.830 -0.459  -0.040
5 N 0.643 0.717 0.970  0.060
6 N -0.429 -0.672 -0.129  -0.045
7 N 1.684 0.721 -0.815  0.137
8 H -1.010 -0.522 1.855  0.161
9 H -1.496 0.821 0.781  0.158
10 H 0.399 2.344 -0.403  0.158
11 H 1.969 2.421 0.633  0.172
12 H -2.002 -1.780 0.169  0.099
13 H -1.512 -1.880 -1.409  0.063
14 H -0.572 -2.781 -0.332  0.128
15 H 1.916 0.668 -1.891  0.241

As for the total charge: +1. The HOMO energy is -14.2 eV.

***

[3]
C25H38GeMoN2O2PS2SbSe as an isolated structure, computed with wB97M-V/def2-TZVPD.

Last column: Löwdin spin population.
Element x y z (Å)
1 Mo -1.238 0.467 -0.633  2.074
2 C -3.442 3.920 -0.368  0.007
3 Sb -3.118 2.116 0.695  -0.010
4 C -5.059 1.306 0.923  -0.008
5 C -2.547 2.751 2.632  -0.008
6 H -4.154 4.546 0.166  0.000
7 H -3.833 3.687 -1.356  0.000
8 H -2.497 4.450 -0.473  0.000
9 H -5.665 1.994 1.510  -0.001
10 H -5.006 0.339 1.419  0.000
11 H -5.512 1.190 -0.061  0.000
12 H -3.361 3.306 3.094  -0.001
13 H -1.674 3.395 2.539  0.000
14 H -2.298 1.887 3.245  0.000
15 C -6.143 -2.630 -1.318  0.000
16 N -5.067 -1.712 -1.710  0.005
17 C -5.068 -1.081 -2.900  0.007
18 C -4.091 -0.206 -3.283  0.003
19 C -3.064 -0.025 -2.351  0.019
20 O -2.024 0.754 -2.476  0.074
21 N -3.051 -0.652 -1.164  0.015
22 C -4.056 -1.495 -0.756  0.003
23 O -4.072 -2.047 0.318  0.005
24 H -6.759 -2.843 -2.187  0.000
25 H -6.747 -2.180 -0.533  0.000
26 H -5.711 -3.550 -0.934  0.000
27 H -5.904 -1.310 -3.548  0.000
28 H -4.103 0.296 -4.236  0.000
29 S 2.984 0.673 -1.825  -0.049
30 P 2.808 1.575 -0.158  0.013
31 S 0.458 1.344 0.382  -0.179
32 C 2.924 3.338 -0.072  0.000
33 C 2.897 4.088 -1.249  0.002
34 C 2.993 5.466 -1.169  0.000
35 C 3.107 6.084 0.071  0.003
36 C 3.129 5.333 1.241  0.000
37 C 3.040 3.954 1.177  0.002
38 C 3.515 0.829 1.310  0.001
39 C 4.909 0.928 1.356  0.001
40 C 5.602 0.338 2.400  0.000
41 C 4.912 -0.349 3.390  0.000
42 C 3.529 -0.445 3.341  0.000
43 C 2.823 0.139 2.300  -0.002
44 H 2.819 3.592 -2.208  0.000
45 H 2.989 6.059 -2.074  0.000
46 H 3.188 7.162 0.126  0.000
47 H 3.230 5.824 2.199  0.000
48 H 3.075 3.361 2.083  0.000
49 H 5.454 1.459 0.584  0.000
50 H 6.680 0.415 2.436  0.000
51 H 5.456 -0.807 4.205  0.000
52 H 2.993 -0.975 4.117  0.000
53 H 1.746 0.059 2.277  -0.001
54 C 3.635 -2.862 0.150  0.000
55 Ge 1.995 -3.886 -0.105  0.001
56 C 1.707 -5.178 1.327  0.000
57 C 1.906 -4.696 -1.879  0.000
58 C 0.472 -2.584 0.068  0.015
59 Se 0.195 -1.531 -1.548  0.003
60 C -1.021 -2.727 -2.477  0.002
61 H 4.498 -3.493 -0.067  0.000
62 H 3.715 -2.519 1.182  0.000
63 H 3.676 -1.994 -0.508  0.000
64 H 2.495 -5.931 1.329  0.000
65 H 0.753 -5.691 1.202  0.000
66 H 1.711 -4.686 2.299  0.000
67 H 2.810 -5.279 -2.057  0.000
68 H 1.847 -3.942 -2.667  0.000
69 H 1.055 -5.372 -1.966  0.000
70 H 0.697 -1.867 0.860  0.002
71 H -0.475 -3.063 0.316  0.000
72 H -0.451 -3.607 -2.762  -0.001
73 H -1.371 -2.215 -3.370  0.000
74 H -1.844 -2.998 -1.822  0.000

As for the total charge: +2. The HOMO energy (spin up / spin down) is -13.9 / -14.1 eV. Its spin multiplicity is 3.

***

[4]
An isolated ion of composition C4H13N2 and charge +1 at a distorted geometry, computed with wB97M-V/def2-TZVPD.

Last column: Löwdin charge in e.
Element x y z (Å)
1 C 2.300 0.127 -0.137  0.079
2 C -0.387 -0.857 -1.131  0.003
3 C -1.528 1.033 -0.182  0.006
4 C -0.631 -0.690 1.270  0.015
5 N 0.738 0.882 0.007  0.010
6 N -0.417 0.070 0.017  -0.455
7 H 2.256 -0.528 -0.992  0.054
8 H 2.933 0.984 -0.309  0.074
9 H 2.518 -0.379 0.795  0.063
10 H -0.061 -0.314 -2.019  0.123
11 H 0.295 -1.683 -0.934  0.108
12 H -1.382 -1.261 -1.304  0.116
13 H -1.559 1.747 0.642  0.114
14 H -1.347 1.585 -1.105  0.118
15 H -2.482 0.514 -0.245  0.115
16 H 0.242 -1.303 1.487  0.109
17 H -0.798 -0.002 2.099  0.115
18 H -1.501 -1.337 1.171  0.117
19 H 0.812 1.413 0.869  0.114

As for the total charge: +1. The HOMO energy is -14.6 eV. The SMILES is CN[N+](C)(C)C.

***

[5]
An isolated ion of composition C2H6N2 and charge -1 at a distorted geometry, computed with wB97M-V/def2-TZVPD.

Last column: Löwdin spin population.
Element x y z (Å)
1 C -0.760 1.534 0.434  0.456
2 N -0.566 0.220 -0.163  0.016
3 C 0.493 -0.567 0.147  0.176
4 N 0.858 -1.534 -0.605  0.013
5 H -1.582 1.544 1.169  0.073
6 H 0.121 1.909 0.934  0.089
7 H -1.134 2.231 -0.330  0.084
8 H -0.913 0.140 -1.104  0.020
9 H 0.867 -0.344 1.146  0.058
10 H 1.685 -2.003 -0.242  0.014

As for the total charge: -1. The HOMO energy (spin up / spin down) is 1.4 / -4.9 eV. Its spin multiplicity is 2.